(1)
15
Properties=species:S:1:pos:R:3 method="wB97M-V/def2-TZVPD" molar_mass_g_mol=104.10 total_energy_ha=-382.8234 de_lowest_ev=3.849
O 1.10269 1.79711 0.42345
O 2.07482 -0.25500 0.80887
O -2.10583 -0.92244 0.00168
H -2.64544 -0.80843 -0.79535
H 2.85819 0.24816 0.53835
C 0.97935 0.56935 0.52404
H 1.16083 0.19310 -1.69340
H -0.45079 0.08176 -2.05094
C 0.24794 -0.21280 -1.26233
C -0.25728 -0.03337 1.24427
H -0.56642 0.61775 2.06423
H -0.08414 -1.06169 1.54875
H -1.45502 1.04883 -0.21083
C -1.18393 0.03839 0.09775
H 0.32504 -1.30072 -1.23854

***

(2)
15
Properties=species:S:1:pos:R:3 method="wB97M-V/def2-TZVPD" molar_mass_g_mol=104.10 total_energy_ha=-382.9161 smiles="O=C(CO)CCO" de_lowest_ev=1.325
H -0.59058 0.69466 -1.88317
O 0.04647 -1.49859 -0.50391
H -1.14482 1.54465 -0.42071
O -1.62086 -2.01295 1.42647
H 1.79760 0.90443 1.18592
H 1.17726 2.23497 -1.09552
H -0.94762 -2.46653 0.88901
C -1.50896 -0.67461 1.05629
O 1.16859 1.54281 0.83538
H 1.70583 0.54281 -0.91851
H -2.49511 -0.22729 0.86697
C -0.42715 0.81231 -0.80660
C 0.99847 1.29942 -0.55284
C -0.60596 -0.53367 -0.14844
H -1.02554 -0.05281 1.83171

***

(3)
15
Properties=species:S:1:pos:R:3 method="wB97M-V/def2-TZVPD" molar_mass_g_mol=104.10 total_energy_ha=-382.9108 smiles="C=CC(=O)OC.O" de_lowest_ev=1.471
H -0.66869 -1.35676 0.94650
H 0.90837 -0.49331 1.74065
H -2.90720 -0.16494 -0.79705
H -3.07404 -1.30440 0.67191
H 2.96344 0.58822 -0.80805
C 1.94951 0.80090 -1.15147
C -1.11609 -0.76068 0.15765
O 1.06531 0.02244 -0.32956
C -0.24647 0.12377 -0.66715
H 1.83240 0.51585 -2.20079
C -2.43626 -0.74333 -0.00579
H 1.72659 1.86629 -1.05617
O 0.44838 -0.44494 2.59214
O -0.62974 0.87872 -1.52903
H 0.14049 0.47013 2.62902

***

(4)
15
Properties=species:S:1:pos:R:3 method="wB97M-V/def2-TZVPD" molar_mass_g_mol=104.10 total_energy_ha=-382.9005 smiles="O=C(O)CCCO" de_lowest_ev=1.751
H -0.23518 1.61910 -0.43843
O -0.76438 -1.10672 2.38475
C -1.35002 -0.22638 1.60418
H 1.28802 -0.86707 -1.17855
H 0.13637 0.03515 -2.43777
C 0.90676 0.07417 -1.50213
H 0.93995 0.80588 0.63674
O 1.86945 1.06293 -1.85241
C -0.81634 -0.44802 0.23025
C 0.15539 0.63520 -0.20571
O -2.13633 0.58806 1.87980
H -0.19481 -1.44971 -0.01912
H 2.75131 0.68147 -2.05287
H -0.78486 -1.00371 3.32491
H -1.76532 -0.40035 -0.37365

***

(5)
15
Properties=species:S:1:pos:R:3 method="wB97M-V/def2-TZVPD" molar_mass_g_mol=104.10 total_energy_ha=-382.8523 smiles=OCC1(CO)CO1 de_lowest_ev=3.063
H -1.33279 -0.87860 -1.27178
C -1.36378 0.00796 -0.62746
C 0.26000 -0.15045 1.46375
H 1.79272 -0.99297 -0.68693
C 1.04319 -0.27849 -0.99931
H 0.35489 0.80576 2.00899
H -0.59760 -0.67624 1.89221
O 1.02803 1.05224 -0.50240
H 2.15734 -0.44504 1.38025
H 0.71254 -0.32361 -2.03692
O -1.76615 1.04795 -1.47479
H -2.07645 -0.22038 0.17553
C 0.04432 0.12488 -0.02278
O 1.39783 -0.95019 1.70039
H -1.65409 1.87720 -0.99875

***

(6)
16
Properties=species:S:1:pos:R:3 method="wB97M-V/def2-TZVPD" molar_mass_g_mol=311.30 total_energy_ha=-574.5896 charge=+2 de_lowest_ev=7.950
C -1.43903 0.90649 -0.74246
H 1.85208 -2.74253 1.68663
H 3.09995 -1.83961 2.31451
H -1.46431 0.72407 -1.82358
H -2.86881 2.46674 -0.66953
Pb 2.14121 0.96100 -0.92339
H -1.76085 2.46826 0.71831
H -2.02931 0.15691 -0.20385
C 1.73818 -1.91852 0.95989
O 2.07191 -0.78236 0.43805
H -1.19136 3.06260 -0.85743
H 0.66493 -3.52766 -0.04063
C -1.82613 2.31467 -0.36548
O -0.05180 0.76628 -0.31634
C 0.67812 -2.46930 0.23088
O 0.38522 -0.54704 -0.40559

***

(7)
16
Properties=species:S:1:pos:R:3 method="wB97M-V/def2-TZVPD" molar_mass_g_mol=136.17 total_energy_ha=-780.9789 de_lowest_ev=4.200
H 2.43298 -0.54284 1.01253
H -1.32745 -0.18127 1.26602
O 0.62630 -0.61580 0.20132
C -2.03790 0.32418 1.80219
O 4.42370 -0.11561 1.49802
O -3.24950 0.20935 -0.33477
H -1.99154 0.61944 2.81165
H -0.26340 1.31465 -1.40758
H 0.30090 -1.54360 -1.59068
H 3.48084 -0.24263 -0.28899
S -3.49077 0.71628 1.04066
H -0.43395 0.34479 -2.73096
C -0.52647 0.36829 -1.67966
C 3.51674 -0.29412 0.75704
H -1.64477 0.33929 -1.43504
C 0.18430 -0.70040 -0.92177

***

(8)
21
Properties=species:S:1:pos:R:3 method="wB97M-V/def2-TZVPD" molar_mass_g_mol=230.05 total_energy_ha=-1366.7480 charge=-2
H -0.47956 -2.97664 0.97513
H 0.06689 -1.70866 -0.08862
O 1.12489 -0.56236 -0.93823
H -1.47168 2.10797 -0.90646
C 2.69225 0.97844 0.80061
O -3.12552 0.47087 1.45494
C 3.38043 -0.16196 1.08952
C -0.81603 -2.30098 0.25281
H 4.35167 0.04323 1.99651
O -2.39430 0.20750 -0.91987
P 1.28942 0.76525 -0.27644
O -1.91981 -1.58567 0.71588
O 1.00448 1.92186 -1.10074
O 3.37016 -1.25120 0.59902
H 2.78022 1.91408 1.44171
H -1.03381 -3.03401 -0.60363
H -2.94707 1.87803 -1.93330
H -1.44222 1.14366 -2.47912
P -1.94862 0.04334 0.67016
O -0.55439 0.70229 0.81977
C -1.92739 1.40496 -1.56965